The following is a quantum chemistry calculation of a 6-piece molecular cluster, C44H46O23S overall in a non-equilibrium geometry, from the OMol25 dataset.

XYZ file:
```
114
Properties=species:S:1:pos:R:3:mulliken_charge:R:1
C -4.464 -0.403 -4.433 -0.853
C -4.128 -2.034 -4.368 0.423
C -5.017 -2.972 -3.307 -0.852
C -3.069 -2.641 -5.262 -0.882
C -1.620 -2.956 -4.510 0.344
C -1.331 -4.554 -4.287 -0.675
C -2.051 -5.181 -2.945 0.501
C -1.675 -6.774 -2.782 -1.161
C -1.689 -4.380 -1.555 -0.372
C -0.088 -4.161 -1.282 -1.005
C 0.474 -2.656 -1.634 0.750
C 1.962 -2.375 -0.966 -0.761
C 2.724 -1.208 -1.840 -0.535
C 1.775 0.107 -2.088 -0.375
S 0.073 -0.061 -1.325 0.987
O 0.124 0.640 0.088 -0.601
O -0.954 0.798 -2.161 -0.648
O -0.453 -1.662 -1.071 -0.407
H -5.384 -0.095 -3.780 0.317
H -4.617 -0.169 -5.591 0.260
H -3.516 0.209 -4.108 0.162
H -5.183 -4.025 -3.837 0.201
H -6.059 -2.410 -3.217 0.411
H -4.492 -3.064 -2.257 0.141
H -3.293 -2.838 -6.394 0.280
H -1.564 -2.302 -3.531 -0.193
H -0.770 -2.553 -5.244 0.253
H -0.187 -4.843 -4.235 0.140
H -1.831 -5.114 -5.215 0.370
H -3.238 -5.132 -3.058 -0.049
H -0.594 -6.976 -2.352 0.221
H -2.428 -7.220 -1.992 0.357
H -1.813 -7.289 -3.846 0.326
H -2.089 -5.060 -0.659 0.430
H -2.339 -3.407 -1.530 0.042
H 0.092 -4.360 -0.128 0.317
H 0.564 -4.985 -1.845 0.303
H 0.618 -2.586 -2.802 -0.023
H 1.764 -2.035 0.151 0.312
H 2.646 -3.326 -0.910 0.352
H 3.010 -1.675 -2.879 0.291
H 3.673 -0.865 -1.220 0.325
H 1.734 0.335 -3.259 0.314
H 2.268 1.086 -1.614 0.228
O 0.171 6.573 0.495 -0.657
C 1.016 5.695 0.637 0.792
C 2.424 6.001 0.931 -0.891
C 3.322 5.022 1.063 0.340
O 4.647 5.302 1.342 -0.600
C 2.934 3.593 0.914 0.690
O 3.785 2.716 1.022 -0.722
C 1.521 3.286 0.644 -0.778
C 0.623 4.264 0.515 0.211
O -0.708 3.983 0.264 -0.583
H 2.693 7.045 1.035 0.439
H 5.094 4.429 1.387 0.369
H 1.250 2.241 0.556 1.051
H -1.153 4.857 0.213 0.344
O 4.936 4.102 6.016 -0.641
C 3.896 3.452 6.003 0.915
C 3.121 3.238 4.771 -0.692
C 1.984 2.540 4.794 0.062
O 1.251 2.332 3.640 -0.093
C 1.459 1.958 6.059 0.704
O 0.401 1.337 6.052 -0.909
C 2.246 2.152 7.287 -0.798
C 3.385 2.847 7.264 0.432
O 4.132 3.031 8.412 -0.589
H 3.513 3.668 3.859 0.470
H 0.473 1.801 3.917 0.212
H 1.862 1.708 8.196 0.520
H 4.907 3.567 8.136 0.350
O 2.935 -0.493 6.056 -0.417
C 2.895 -1.535 6.700 0.793
C 4.089 -2.364 6.927 -1.050
C 4.008 -3.502 7.619 0.415
O 5.127 -4.285 7.838 -0.572
C 2.714 -3.975 8.182 0.966
O 2.667 -5.035 8.798 -0.612
C 1.524 -3.134 7.976 -0.786
C 1.606 -1.995 7.287 0.291
O 0.492 -1.198 7.091 -0.549
H 5.024 -2.010 6.511 0.438
H 4.810 -5.053 8.362 0.346
H 0.593 -3.481 8.405 0.458
H 0.809 -0.433 6.563 0.312
O -4.466 8.212 4.847 -0.613
C -3.537 7.413 4.821 0.895
C -3.611 6.147 4.075 -0.736
C -2.588 5.290 4.081 0.221
O -2.650 4.100 3.380 -0.580
C -1.341 5.580 4.842 0.738
O -0.425 4.765 4.844 -0.270
C -1.257 6.856 5.568 -0.984
C -2.279 7.715 5.559 0.443
O -2.207 8.918 6.237 -0.573
H -4.524 5.948 3.528 0.444
H -1.789 3.656 3.543 0.276
H -0.338 7.062 6.102 0.444
H -3.070 9.359 6.079 0.346
O -2.213 -2.083 -12.919 -0.609
C -1.787 -2.161 -11.772 0.857
C -1.554 -0.971 -10.938 -0.834
C -1.075 -1.090 -9.699 0.342
O -0.856 0.023 -8.909 -0.568
C -0.756 -2.423 -9.117 0.941
O -0.299 -2.499 -7.982 -0.576
C -1.012 -3.614 -9.942 -0.938
C -1.495 -3.496 -11.180 0.422
O -1.740 -4.611 -11.961 -0.566
H -1.788 -0.008 -11.374 0.417
H -0.507 -0.324 -8.059 0.331
H -0.792 -4.578 -9.500 0.434
H -2.084 -4.263 -12.812 0.349
```

Results
Energy above the lowest of the compared OMol25 structures with the same formula, charge and spin, kcal per mole: 239.15
Lowest unoccupied orbital energy, eV: -1.764
Orbital gap, eV: 5.14
SMILES: CC(C)=CCC[C@@H](C)CC[C@@H]1CCCS(=O)(=O)O1.O=C1C=C(O)C(=O)C=C1O.O=C1C=C(O)C(=O)C=C1O.O=C1C=C(O)C(=O)C=C1O.O=C1C=C(O)C(=O)C=C1O.O=C1C=C(O)C(=O)C=C1O
DFT total energy, eV: -104287.187

***

The following is a quantum chemistry calculation of C6H8N2O as an isolated structure in a non-equilibrium geometry, from the OMol25 dataset.

XYZ file:
```
17
Properties=species:S:1:pos:R:3:nbo_charge:R:1
C -1.692 -1.031 1.758 -0.407
C 2.097 0.829 0.344 -0.688
N -0.992 -0.325 0.717 -0.327
C -1.210 -0.414 -0.651 0.628
C 0.640 0.602 0.160 0.360
C 0.005 0.300 -1.151 -0.193
C 0.428 0.402 -2.406 -0.281
N -0.246 0.865 1.098 -0.289
O -2.035 -1.094 -1.212 -0.589
H -2.231 -1.860 1.303 0.234
H -0.975 -1.385 2.500 0.201
H -2.409 -0.371 2.260 0.197
H 2.367 1.786 -0.118 0.242
H 2.334 0.881 1.406 0.244
H 2.674 0.039 -0.137 0.238
H -0.164 -0.004 -3.215 0.227
H 1.408 0.780 -2.655 0.204
```

Results
Energy above the lowest of the compared OMol25 structures with the same formula, charge and spin, kcal per mole: 75.51
Lowest unoccupied orbital energy (alpha / beta), eV: -0.388 / -0.389
Orbital gap (alpha / beta), eV: 7.72 / 7.72
DFT total energy, eV: -11376.073

***

The following is a quantum chemistry calculation of a 9-piece molecular cluster, H18O9 overall in a non-equilibrium geometry, from the OMol25 dataset.

XYZ file:
```
27
Properties=species:S:1:pos:R:3:nbo_charge:R:1
O 1.279 1.775 1.684 -0.962
H 1.425 2.321 0.904 0.493
H 1.333 2.349 2.434 0.487
O 0.611 -2.684 2.165 -0.941
H -0.332 -2.753 2.215 0.447
H 0.728 -1.807 1.856 0.483
O 1.994 -1.996 -1.425 -0.984
H 2.205 -1.720 -2.321 0.470
H 1.524 -1.391 -0.871 0.501
O -0.784 1.018 -1.803 -0.972
H -1.199 1.321 -1.027 0.494
H -0.457 1.687 -2.366 0.486
O -0.910 -1.689 -2.500 -0.963
H -1.061 -0.756 -2.390 0.490
H -1.594 -2.045 -3.125 0.460
O -2.220 -0.513 0.609 -0.965
H -2.679 -0.646 1.452 0.496
H -2.559 -1.225 0.040 0.503
O 0.432 -0.488 0.395 -0.999
H 0.716 0.341 0.796 0.492
H -0.512 -0.469 0.304 0.489
O 3.845 1.296 0.547 -0.924
H 3.787 1.632 1.439 0.455
H 3.511 0.455 0.802 0.469
O -2.704 2.191 0.188 -0.957
H -2.862 1.245 0.118 0.482
H -3.517 2.545 -0.124 0.469
```

Results
Energy above the lowest of the compared OMol25 structures with the same formula, charge and spin, kcal per mole: 61.95
Lowest unoccupied orbital energy, eV: -0.148
Orbital gap, eV: 9.58
SMILES: O.O.O.O.O.O.O.O.O
DFT total energy, eV: -18719.449

***

The following is a quantum chemistry calculation of C23H24ClIN3O6V as an isolated structure in a non-equilibrium geometry, from the OMol25 dataset.

XYZ file:
```
59
Properties=species:S:1:pos:R:3:lowdin_spin:R:1
V 1.429 -0.631 0.557 1.949
C 1.087 -4.928 -0.692 0.000
C -0.110 -4.000 -0.928 -0.002
N -1.080 -4.293 -1.702 0.001
C -2.231 -3.589 -1.694 -0.003
C -2.476 -2.479 -0.944 0.001
C -3.793 -1.767 -1.064 0.000
O -3.713 -0.314 -1.141 0.000
C -1.355 -1.995 -0.230 -0.001
C -1.643 -0.935 0.733 0.008
N -0.715 -0.294 1.359 -0.001
C -1.013 0.625 2.344 0.000
C -2.236 1.349 2.345 -0.001
C -2.457 2.403 3.204 0.000
C -1.482 2.735 4.117 -0.001
C -0.348 1.994 4.223 0.000
C -0.185 0.865 3.402 0.000
I 1.559 -0.256 3.691 0.009
C -0.188 -2.761 -0.165 0.009
O 0.909 -2.409 0.470 0.001
H 1.920 -4.464 -0.244 0.000
H 1.377 -5.366 -1.621 0.000
H 0.673 -5.720 -0.008 0.000
H -2.878 -3.931 -2.444 0.000
H -4.429 -1.998 -0.197 0.000
H -4.333 -2.236 -1.868 0.000
H -2.877 -0.099 -1.548 0.000
H -2.644 -0.663 0.851 0.001
H -3.107 1.073 1.648 0.000
H -3.393 2.995 3.225 0.000
H -1.716 3.583 4.800 0.000
H 0.330 2.246 5.063 0.000
O 4.565 0.829 1.541 0.002
Cl 4.568 -0.604 1.025 0.003
O 4.437 -1.488 2.177 0.004
O 3.316 -0.890 0.220 0.029
O 1.925 1.318 1.158 0.007
C 0.571 4.010 0.511 0.000
N 1.133 2.977 -0.373 0.000
C 2.194 2.278 0.053 0.002
C 0.034 2.326 -1.121 0.001
C 0.501 1.202 -1.937 0.003
C 0.493 1.396 -3.339 -0.003
C 0.927 0.437 -4.206 0.011
C 1.236 -0.810 -3.650 -0.002
C 1.310 -0.977 -2.295 0.007
C 0.927 0.004 -1.413 -0.037
H -0.250 4.533 0.014 0.000
H 1.441 4.623 0.737 0.000
H 0.139 3.684 1.498 0.000
H 2.894 2.986 0.601 0.000
H 2.636 1.681 -0.748 0.000
H 2.817 1.301 1.578 0.002
H -0.568 2.999 -1.864 0.000
H -0.775 2.061 -0.405 0.001
H 0.274 2.309 -3.798 -0.001
H 0.978 0.577 -5.328 0.001
H 1.561 -1.618 -4.262 -0.001
H 1.834 -1.882 -1.915 0.000
```

Results
Lowest unoccupied orbital energy (alpha / beta), eV: -0.767 / -0.769
2S+1: 3
Orbital gap (alpha / beta), eV: 7.70 / 7.79
DFT total energy, eV: -87299.968

***

Please write out number 3 again, unchanged.
The following is a quantum chemistry calculation of a 9-piece molecular cluster, H18O9 overall in a non-equilibrium geometry, from the OMol25 dataset.

XYZ file:
```
27
Properties=species:S:1:pos:R:3:nbo_charge:R:1
O 1.279 1.775 1.684 -0.962
H 1.425 2.321 0.904 0.493
H 1.333 2.349 2.434 0.487
O 0.611 -2.684 2.165 -0.941
H -0.332 -2.753 2.215 0.447
H 0.728 -1.807 1.856 0.483
O 1.994 -1.996 -1.425 -0.984
H 2.205 -1.720 -2.321 0.470
H 1.524 -1.391 -0.871 0.501
O -0.784 1.018 -1.803 -0.972
H -1.199 1.321 -1.027 0.494
H -0.457 1.687 -2.366 0.486
O -0.910 -1.689 -2.500 -0.963
H -1.061 -0.756 -2.390 0.490
H -1.594 -2.045 -3.125 0.460
O -2.220 -0.513 0.609 -0.965
H -2.679 -0.646 1.452 0.496
H -2.559 -1.225 0.040 0.503
O 0.432 -0.488 0.395 -0.999
H 0.716 0.341 0.796 0.492
H -0.512 -0.469 0.304 0.489
O 3.845 1.296 0.547 -0.924
H 3.787 1.632 1.439 0.455
H 3.511 0.455 0.802 0.469
O -2.704 2.191 0.188 -0.957
H -2.862 1.245 0.118 0.482
H -3.517 2.545 -0.124 0.469
```

Results
Energy above the lowest of the compared OMol25 structures with the same formula, charge and spin, kcal per mole: 61.95
Lowest unoccupied orbital energy, eV: -0.148
Orbital gap, eV: 9.58
SMILES: O.O.O.O.O.O.O.O.O
DFT total energy, eV: -18719.449